Record 1
DFT (wB97M-V/def2-TZVPD) results for a 14-piece molecular cluster, C48H132N8O22 overall.

LUMO level (alpha / beta): -0.070 / -0.254 Eh
<S²>: 0.755
2S+1: 2
Frontier orbital gap (alpha / beta): 0.303 / 0.119 hartree
E_HOMO (alpha / beta): -0.37270 / -0.37270 Eh
Net charge: +1

Positions of all 210 atoms, in Å:
O -4.672 1.713 -3.417
H -3.957 1.454 -3.998
H -4.895 2.602 -3.692
O 4.627 1.697 0.981
H 5.561 1.858 1.116
H 4.285 2.529 0.654
O -3.093 -2.323 -1.881
H -3.413 -3.150 -1.520
H -3.866 -1.760 -1.912
O -3.553 -1.380 6.422
H -3.571 -0.437 6.261
H -2.624 -1.608 6.407
O 2.953 -2.402 -1.527
H 3.367 -2.765 -0.744
H 2.193 -1.923 -1.197
O -2.557 1.378 -5.865
H -2.693 2.238 -6.263
H -2.016 0.904 -6.496
C 9.332 0.080 -0.783
O 8.405 1.116 -0.948
C 8.591 2.280 -0.192
C 7.842 3.453 -0.796
N 6.374 3.203 -0.640
C 5.598 4.407 -1.064
C 4.072 4.443 -0.899
O 3.831 4.261 0.470
C 2.567 4.474 1.043
H 9.437 -0.015 0.298
H 10.346 0.288 -1.123
H 8.935 -0.795 -1.298
H 9.648 2.548 -0.205
H 8.307 2.050 0.835
H 8.054 3.517 -1.863
H 8.235 4.337 -0.294
H 6.087 2.507 -1.312
H 5.752 4.564 -2.132
H 6.043 5.311 -0.649
H 3.573 3.608 -1.390
H 3.676 5.406 -1.222
H 1.694 4.237 0.435
H 2.284 5.527 1.050
H 2.460 4.119 2.067
C -0.717 7.203 -5.091
O 0.755 7.070 -5.094
C 1.193 5.711 -4.691
C 2.687 5.735 -4.614
N 3.354 4.464 -4.337
C 3.455 3.457 -5.433
C 3.941 2.159 -4.780
O 5.197 2.382 -4.080
C 5.789 1.158 -3.511
H -0.882 8.167 -5.573
H -1.306 7.206 -4.174
H -1.234 6.500 -5.743
H 0.781 4.999 -5.406
H 0.676 5.512 -3.753
H 2.982 6.362 -3.773
H 3.033 6.186 -5.544
H 4.313 4.586 -4.044
H 4.017 3.824 -6.292
H 2.493 3.247 -5.899
H 3.973 1.389 -5.551
H 3.208 1.923 -4.009
H 6.793 1.309 -3.114
H 5.914 0.333 -4.214
H 5.128 0.923 -2.677
C -10.044 -0.153 4.361
O -8.668 -0.396 4.329
C -7.867 0.715 3.982
C -6.384 0.475 3.701
N -6.364 -0.339 2.538
C -4.997 -0.843 2.384
C -4.840 -2.027 1.444
O -5.359 -3.091 2.276
C -5.244 -4.386 1.644
H -10.292 0.357 3.430
H -10.346 0.516 5.167
H -10.535 -1.104 4.569
H -7.915 1.349 4.867
H -8.389 1.208 3.162
H -5.969 0.004 4.593
H -5.920 1.456 3.597
H -7.058 -1.070 2.600
H -4.552 -1.137 3.334
H -4.316 -0.117 1.940
H -3.808 -2.218 1.149
H -5.451 -1.892 0.552
H -6.048 -4.602 0.940
H -5.449 -4.964 2.545
H -4.361 -4.678 1.076
C -0.766 -4.984 2.274
O -1.477 -5.725 3.264
C -2.229 -4.966 4.287
C -2.965 -5.862 5.322
N -1.959 -6.673 5.947
C -2.336 -7.898 6.613
C -1.017 -8.646 6.926
O -0.460 -9.131 5.696
C 0.464 -10.232 5.754
H -1.363 -4.127 1.961
H -0.620 -5.639 1.415
H 0.224 -4.698 2.630
H -2.995 -4.328 3.846
H -1.543 -4.324 4.839
H -3.769 -6.405 4.826
H -3.284 -5.199 6.126
H -1.364 -6.892 5.160
H -3.053 -8.519 6.076
H -2.855 -7.680 7.547
H -1.139 -9.463 7.637
H -0.234 -7.995 7.315
H 0.539 -10.747 4.796
H 0.203 -11.036 6.443
H 1.459 -9.837 5.959
C 5.012 0.110 -8.918
O 3.754 -0.423 -8.707
C 3.604 -1.525 -7.791
C 2.132 -1.928 -7.495
N 2.030 -3.073 -6.656
C 2.141 -2.721 -5.217
C 0.775 -2.538 -4.548
O 0.097 -3.710 -4.647
C -1.036 -4.023 -3.815
H 5.031 0.631 -9.876
H 5.791 -0.653 -8.938
H 5.244 0.847 -8.150
H 4.111 -1.131 -6.910
H 4.072 -2.375 -8.287
H 1.642 -2.255 -8.413
H 1.444 -1.139 -7.191
H 1.120 -3.485 -6.808
H 2.727 -1.817 -5.053
H 2.719 -3.523 -4.758
H 0.288 -1.687 -5.023
H 0.978 -2.434 -3.482
H -0.903 -5.015 -3.385
H -1.999 -4.006 -4.326
H -1.095 -3.345 -2.964
C 0.954 2.395 5.527
O 1.910 1.535 5.062
C 1.917 1.228 3.659
C 2.769 -0.105 3.523
N 3.124 -0.287 2.039
C 3.956 -1.544 1.888
C 3.283 -2.900 2.082
O 3.639 -3.691 0.945
C 3.255 -5.025 1.099
H 0.984 3.377 5.055
H 1.093 2.432 6.607
H 0.010 1.868 5.388
H 2.484 2.016 3.163
H 0.881 1.110 3.341
H 2.218 -0.957 3.921
H 3.699 0.085 4.058
H 3.720 0.446 1.682
H 4.810 -1.434 2.556
H 4.285 -1.543 0.849
H 2.221 -2.714 2.242
H 3.651 -3.366 2.996
H 3.920 -5.480 1.833
H 3.140 -5.516 0.133
H 2.241 -5.160 1.473
C -1.445 4.606 -1.130
O -2.518 4.262 -0.251
C -2.708 2.876 0.041
C -4.248 2.544 0.268
N -4.679 3.432 1.313
C -6.156 3.493 1.532
C -6.499 4.390 2.631
O -7.865 4.281 2.936
C -8.145 5.224 3.986
H -0.587 3.982 -0.882
H -1.172 5.636 -0.900
H -1.726 4.403 -2.163
H -2.088 2.504 0.856
H -2.508 2.412 -0.924
H -4.519 1.557 0.643
H -4.771 2.642 -0.683
H -4.314 4.314 0.983
H -6.497 2.485 1.768
H -6.662 3.742 0.599
H -6.252 5.414 2.352
H -5.962 4.265 3.571
H -7.496 5.150 4.858
H -9.179 5.125 4.315
H -8.144 6.293 3.776
C -1.211 -1.005 3.536
O -0.466 -1.289 2.338
C -0.992 -0.546 1.215
C -0.415 -0.991 -0.099
N 0.986 -0.833 -0.251
C 1.454 0.503 -0.506
C 1.096 0.971 -1.938
O -0.194 1.514 -1.915
C -0.723 1.641 -3.226
H -2.261 -1.098 3.257
H -1.176 0.055 3.789
H -0.932 -1.621 4.391
H -0.838 0.522 1.374
H -2.069 -0.633 1.074
H -0.896 -0.512 -0.952
H -0.560 -2.046 -0.335
H 1.266 -1.115 0.677
H 2.543 0.543 -0.503
H 1.055 1.275 0.152
H 1.204 0.150 -2.646
H 1.879 1.699 -2.151
H -1.631 2.244 -3.240
H -0.885 0.599 -3.500
H 0.016 1.978 -3.952


Record 2
DFT (wB97M-V/def2-TZVPD) results for a 24-piece molecular cluster, C48H144O48 overall.

LUMO level: 0.012 Eh
Frontier orbital gap: 0.359 hartree
Energy above the lowest of the compared OMol25 structures with the same formula, charge and spin: 94.8 kJ/mol
E_HOMO: -0.34740 Eh
Net charge: 0

Positions of all 240 atoms, in Å:
C -0.861 -2.883 7.023
C 0.679 -3.228 6.953
O 1.025 -2.871 5.640
O -1.023 -1.461 7.037
H -1.344 -3.253 7.914
H -1.410 -3.407 6.266
H 0.874 -4.350 7.061
H 1.228 -2.616 7.575
H 1.166 -1.916 5.577
H -0.915 -1.236 6.080
C 2.573 -7.747 -4.814
C 2.051 -8.904 -3.938
O 0.869 -9.470 -4.321
O 1.668 -6.657 -4.541
H 2.566 -8.030 -5.861
H 3.595 -7.570 -4.454
H 1.945 -8.582 -2.946
H 2.791 -9.653 -4.018
H 0.042 -8.952 -4.381
H 1.869 -5.821 -5.059
C -2.816 1.042 5.001
C -2.231 0.206 3.939
O -3.104 0.024 2.828
O -3.099 2.385 4.753
H -2.103 1.046 5.850
H -3.821 0.554 5.256
H -2.032 -0.726 4.471
H -1.249 0.613 3.694
H -2.673 -0.553 2.133
H -3.877 2.570 4.199
C 7.418 0.575 1.964
C 6.844 0.959 0.643
O 5.561 0.297 0.522
O 6.693 0.915 3.095
H 8.326 1.166 2.021
H 7.720 -0.513 1.862
H 7.526 0.700 -0.176
H 6.605 2.060 0.572
H 5.741 -0.653 0.432
H 5.768 0.552 2.977
C -1.454 4.416 -1.027
C -2.285 5.644 -1.400
O -1.554 6.839 -1.130
O -1.196 4.453 0.366
H -0.426 4.489 -1.439
H -1.884 3.536 -1.405
H -3.245 5.654 -0.917
H -2.489 5.564 -2.446
H -1.467 6.884 -0.154
H -1.624 3.857 0.974
C 1.449 7.179 1.564
C 0.462 8.147 1.005
O -0.851 7.908 1.451
O 1.240 5.824 1.088
H 1.210 7.117 2.632
H 2.520 7.413 1.325
H 0.348 8.097 -0.058
H 0.810 9.185 1.232
H -0.853 7.696 2.406
H 0.318 5.666 1.221
C -5.122 -3.108 -0.530
C -4.214 -4.255 -0.844
O -2.840 -3.933 -0.772
O -5.065 -2.053 -1.430
H -4.984 -2.777 0.502
H -6.133 -3.531 -0.620
H -4.389 -4.551 -1.839
H -4.344 -5.073 -0.132
H -2.660 -3.172 -0.161
H -4.210 -1.560 -1.294
C -2.505 -3.819 2.906
C -1.567 -2.795 2.244
O -2.223 -2.039 1.213
O -3.567 -3.175 3.593
H -1.890 -4.436 3.609
H -2.830 -4.521 2.113
H -0.736 -3.415 1.801
H -1.126 -2.079 2.998
H -1.566 -1.621 0.578
H -3.717 -2.303 3.258
C 5.056 1.837 -2.588
C 3.603 1.390 -2.420
O 2.725 2.191 -1.700
O 5.355 2.984 -3.376
H 5.558 1.005 -3.136
H 5.579 1.897 -1.634
H 3.646 0.378 -2.039
H 3.138 1.298 -3.430
H 2.885 2.138 -0.732
H 4.664 2.988 -4.058
C -0.553 1.716 -5.423
C 0.845 1.529 -4.867
O 1.736 1.068 -5.901
O -0.520 2.572 -6.523
H -1.224 2.080 -4.669
H -0.926 0.762 -5.849
H 0.853 0.815 -4.045
H 1.253 2.410 -4.367
H 1.414 1.517 -6.669
H -0.472 3.499 -6.229
C 2.220 -4.632 0.097
C 2.700 -5.839 -0.709
O 3.359 -5.400 -1.898
O 1.464 -3.666 -0.721
H 3.079 -4.071 0.500
H 1.504 -4.948 0.882
H 1.843 -6.501 -0.904
H 3.414 -6.433 -0.064
H 2.797 -5.582 -2.687
H 0.755 -4.176 -1.108
C -8.051 -0.828 0.228
C -7.380 0.526 0.526
O -7.854 0.914 1.749
O -9.396 -0.480 0.058
H -7.951 -1.503 1.063
H -7.675 -1.278 -0.657
H -7.560 1.214 -0.330
H -6.317 0.420 0.555
H -8.796 0.750 1.653
H -10.020 -1.058 0.505
C 5.227 -2.774 -2.330
C 6.130 -1.902 -1.503
O 6.047 -2.198 -0.081
O 3.936 -2.483 -1.720
H 5.506 -3.845 -2.301
H 5.213 -2.459 -3.365
H 5.847 -0.870 -1.739
H 7.178 -2.015 -1.735
H 5.155 -2.521 -0.034
H 3.368 -3.256 -1.550
C 4.039 -2.140 2.406
C 3.360 -3.250 3.234
O 1.965 -3.377 2.982
O 3.569 -0.808 2.815
H 3.775 -2.375 1.386
H 5.101 -2.154 2.550
H 3.555 -3.136 4.313
H 3.843 -4.148 2.857
H 1.620 -3.516 3.947
H 3.245 -0.345 2.041
C 1.103 -2.286 -4.495
C 2.323 -3.204 -4.523
O 2.284 -4.157 -5.669
O 0.946 -1.760 -5.806
H 1.301 -1.570 -3.739
H 0.276 -2.829 -4.227
H 2.213 -3.865 -3.649
H 3.355 -2.823 -4.606
H 1.726 -3.784 -6.377
H 1.405 -0.881 -5.853
C -4.450 2.780 1.106
C -5.331 3.404 2.142
O -5.749 2.326 3.092
O -3.225 2.322 1.651
H -4.169 3.504 0.341
H -4.993 2.013 0.555
H -6.166 3.972 1.727
H -4.682 4.079 2.655
H -6.268 1.673 2.554
H -3.344 1.487 2.195
C 3.256 2.347 1.834
C 3.683 3.643 1.283
O 4.961 3.566 0.656
O 3.227 1.333 0.834
H 2.268 2.441 2.374
H 3.948 2.000 2.633
H 3.624 4.496 1.987
H 2.956 3.786 0.499
H 4.982 4.354 0.173
H 4.155 1.139 0.592
C 3.440 6.169 -1.942
C 2.072 5.393 -2.079
O 2.093 4.384 -3.119
O 4.614 5.382 -1.775
H 3.319 6.906 -1.117
H 3.522 6.826 -2.813
H 1.407 6.164 -2.458
H 1.765 4.997 -1.111
H 2.405 3.599 -2.628
H 4.712 4.796 -2.510
C 0.907 1.160 6.906
C 1.988 0.772 5.854
O 1.452 -0.294 5.022
O 1.040 0.111 7.930
H -0.089 1.308 6.476
H 1.245 2.168 7.320
H 2.826 0.550 6.475
H 2.240 1.690 5.283
H 2.163 -0.406 4.373
H 0.179 -0.110 8.348
C -5.970 2.973 -3.085
C -4.537 2.587 -2.708
O -3.882 2.098 -3.853
O -6.656 3.025 -1.777
H -6.400 2.214 -3.763
H -6.015 3.945 -3.605
H -4.488 1.969 -1.805
H -4.059 3.546 -2.467
H -4.023 1.156 -4.041
H -7.581 3.215 -1.816
C -0.890 -5.460 -3.013
C -1.388 -6.867 -3.155
O -1.445 -7.265 -4.474
O -0.546 -5.125 -1.674
H -1.678 -4.720 -3.343
H 0.039 -5.303 -3.632
H -2.429 -6.883 -2.777
H -0.736 -7.471 -2.573
H -0.771 -6.845 -5.005
H -1.334 -4.754 -1.190
C -2.308 -0.749 -2.893
C -3.242 -1.403 -3.842
O -4.530 -0.788 -3.953
O -2.720 -0.785 -1.518
H -2.255 0.321 -3.151
H -1.316 -1.271 -2.999
H -3.424 -2.450 -3.745
H -2.753 -1.304 -4.812
H -5.001 -1.149 -3.215
H -2.514 0.046 -1.133
C -0.723 4.186 3.425
C -1.874 5.250 3.228
O -1.484 6.457 3.849
O -0.701 3.901 4.853
H 0.309 4.514 3.163
H -0.956 3.261 2.889
H -2.703 4.874 3.793
H -2.138 5.452 2.209
H -1.298 6.345 4.796
H -1.434 3.304 5.011
C 0.010 1.251 -0.107
C 0.539 -0.019 -0.750
O -0.026 -1.128 -0.132
O -1.411 1.289 -0.180
H 0.381 2.126 -0.598
H 0.411 1.359 0.937
H 1.624 -0.056 -0.633
H 0.329 0.147 -1.833
H 0.601 -1.878 -0.286
H -1.870 1.893 0.446